# 1
Density functional theory data (ωB97M-V/def2-TZVPD) for a cluster of 2 separate species, C14H16Cl4N2O3 in total.

ORCA input file:
```
! RIJCOSX wB97M-V def2-TZVPD def2/J DEFGRID3
* xyz 0 1
Cl -3.48 -4.05 3.32
C -3.81 -3.16 1.89
C -3.42 -1.84 1.79
Cl -2.63 -1.04 3.08
C -3.64 -1.04 0.60
O -3.25 0.12 0.49
C -4.43 -1.71 -0.53
O -4.74 -1.06 -1.53
C -4.79 -3.11 -0.35
Cl -5.61 -3.85 -1.65
C -4.47 -3.81 0.80
Cl -4.88 -5.47 0.93
C 5.93 0.78 1.20
C 4.61 0.91 0.45
C 3.48 0.04 1.03
N 2.28 0.09 0.20
C 1.25 0.94 0.43
C 0.13 0.74 -0.63
C 0.56 1.20 -2.05
C -0.58 2.11 -2.54
C -1.37 2.49 -1.27
N -0.95 1.57 -0.28
O 1.22 1.78 1.30
H 6.67 1.45 0.77
H 5.81 1.03 2.26
H 6.32 -0.25 1.14
H 4.26 1.96 0.48
H 4.74 0.65 -0.61
H 3.80 -1.01 1.06
H 3.21 0.37 2.04
H 2.16 -0.61 -0.51
H -0.15 -0.33 -0.61
H 1.49 1.78 -1.98
H 0.73 0.33 -2.69
H -0.20 3.00 -3.05
H -1.23 1.55 -3.22
H -1.07 3.49 -0.94
H -2.47 2.52 -1.40
H -1.46 1.45 0.57
*
```

frontier orbital gap	4.80	eV
HOMO	-7.57	eV
E_tot	-2719.02791	Eh
M	402.10	g/mol
LUMO level	-2.77	eV

# 2
Density functional theory data (ωB97M-V/def2-TZVPD) for a structure of composition C14H16ClNNi.

ORCA input file:
```
! RIJCOSX wB97M-V def2-TZVPD def2/J DEFGRID3
* xyz -2 3
C 1.79 -2.79 -0.95
C 0.69 -2.91 -0.04
C 0.45 -1.61 0.53
C 1.41 -0.71 -0.02
C 2.24 -1.44 -0.93
Ni 0.15 -1.60 -1.43
N 2.96 1.27 -2.42
C -0.95 -1.84 -2.75
C -1.68 -1.95 -1.52
H -0.27 -1.32 1.29
H 0.10 -3.80 0.14
H 1.63 0.30 0.32
H 3.19 -1.06 -1.28
H 2.29 -3.57 -1.52
H -1.92 -2.96 -1.14
H -1.17 -0.98 -3.42
H 2.21 0.64 -2.81
H -2.33 -1.14 -1.18
H -0.61 -2.76 -3.24
Cl 1.68 3.26 0.52
C 0.31 2.74 1.39
C 0.19 3.05 2.74
C -0.88 2.53 3.49
C -1.82 1.70 2.87
C -1.75 1.42 1.52
C -0.71 1.97 0.70
C -0.67 1.74 -0.66
H 0.94 3.69 3.20
H -0.96 2.79 4.54
H -2.64 1.27 3.46
H -2.50 0.78 1.03
H -1.49 1.20 -1.13
H 0.14 2.11 -1.28
*
```

frontier orbital gap (spin up / spin down)	4.37 / 3.55	eV
HOMO (spin up / spin down)	0.96 / 1.79	eV
E_tot	-2566.01495	Eh
M	292.43	g/mol
LUMO level (spin up / spin down)	5.33 / 5.33	eV

# 3
Density functional theory data (ωB97M-V/def2-TZVPD) for a structure of composition C14H16ClNPb.

ORCA input file:
```
! RIJCOSX wB97M-V def2-TZVPD def2/J DEFGRID3
* xyz -2 1
C -0.85 1.36 -3.40
C 0.56 1.64 -3.31
C 0.75 2.54 -2.22
C -0.54 2.81 -1.63
C -1.52 2.09 -2.36
Pb -0.70 -0.98 -1.34
N -2.91 -0.19 -1.47
C -0.05 -2.95 -2.15
C 1.34 -3.00 -2.61
H 1.70 2.96 -1.90
H 1.32 1.24 -3.97
H -0.72 3.46 -0.77
H -2.58 2.07 -2.16
H -1.33 0.69 -4.12
H 1.62 -2.52 -3.56
H -0.43 -2.82 -1.00
H -2.76 -0.88 -0.63
H 2.08 -3.15 -1.92
H -0.82 -2.80 -2.91
Cl -0.02 2.71 2.80
C 0.48 1.09 3.12
C 1.53 0.85 4.00
C 1.90 -0.47 4.29
C 1.21 -1.55 3.75
C 0.14 -1.33 2.87
C -0.29 0.02 2.51
C -1.35 0.23 1.63
H 2.04 1.70 4.45
H 2.73 -0.64 4.95
H 1.47 -2.59 3.98
H -0.43 -2.18 2.42
H -2.04 -0.58 1.46
H -1.49 1.18 1.19
*
```

frontier orbital gap (spin up / spin down)	4.41 / 4.35	eV
HOMO (spin up / spin down)	0.42 / 0.39	eV
E_tot	-1250.48076	Eh
M	440.94	g/mol
LUMO level (spin up / spin down)	4.83 / 4.74	eV

# 4
Density functional theory data (ωB97M-V/def2-TZVPD) for a structure of composition C14H16CrI2N3O5S.

ORCA input file:
```
! RIJCOSX wB97M-V def2-TZVPD def2/J DEFGRID3
* xyz 1 5
Cr -0.24 0.23 0.40
I -1.48 -1.17 -1.69
C -2.48 0.70 -2.12
I -1.45 2.31 -1.06
H -3.50 0.65 -1.77
H -2.43 0.89 -3.19
O 6.77 4.06 -0.78
C 6.72 3.04 0.17
N 5.45 3.00 0.90
C 4.45 2.20 0.50
O 4.48 1.47 -0.48
C 3.20 2.20 1.36
C 3.08 2.70 2.65
C 1.88 2.52 3.33
C 0.85 1.84 2.73
N 0.96 1.35 1.48
C 2.11 1.55 0.82
H 6.30 3.78 -1.58
H 7.51 3.25 0.90
H 6.87 2.05 -0.26
H 5.29 3.74 1.55
H 3.91 3.20 3.14
H 1.76 2.89 4.34
H -0.07 1.63 3.26
H 2.20 1.16 -0.19
N -1.33 -1.10 1.82
C -0.27 -1.27 2.80
C -0.49 -1.12 4.16
C 0.59 -1.18 5.04
C 1.86 -1.39 4.53
C 2.09 -1.56 3.18
C 1.01 -1.49 2.30
S 3.29 -1.63 5.67
O 3.26 -3.07 5.79
O 2.93 -0.89 6.86
O 4.40 -1.09 4.92
H -1.57 -1.99 1.39
H -2.17 -0.75 2.27
H -1.50 -0.96 4.53
H 0.46 -1.05 6.10
H 3.10 -1.72 2.84
H 1.16 -1.63 1.23
*
```

frontier orbital gap (spin up / spin down)	4.40 / 4.33	eV
HOMO (spin up / spin down)	-9.98 / -9.98	eV
E_tot	-3121.32037	Eh
M	644.17	g/mol
LUMO level (spin up / spin down)	-5.59 / -5.66	eV

# 5
Density functional theory data (ωB97M-V/def2-TZVPD) for a structure of composition C14H16MoN5O4S2.

ORCA input file:
```
! RIJCOSX wB97M-V def2-TZVPD def2/J DEFGRID3
* xyz 3 1
Mo 0.33 0.52 0.35
N 0.73 4.48 0.94
C 0.18 3.30 0.80
S 0.33 2.10 2.10
N -0.51 3.00 -0.32
N -1.09 1.78 -0.27
C -2.39 1.65 -0.52
C -3.10 0.48 -0.21
C -4.47 0.38 -0.50
C -5.18 -0.70 -0.04
C -4.55 -1.68 0.75
C -3.19 -1.60 1.07
C -2.49 -0.55 0.56
O -1.16 -0.40 0.80
H 1.20 4.75 1.80
H 0.58 5.19 0.24
H -2.90 2.54 -0.87
H -4.96 1.15 -1.09
H -6.24 -0.80 -0.27
H -5.12 -2.52 1.11
H -2.71 -2.34 1.69
C 2.72 1.96 -2.70
S 2.20 0.70 -1.63
O 3.09 -0.40 -1.65
O 0.71 0.41 -1.77
O 2.07 1.31 -0.18
H 3.09 1.44 -3.59
H 3.53 2.49 -2.20
H 1.88 2.62 -2.93
N 3.04 -0.65 1.81
C 2.41 -1.60 1.13
C 2.93 -2.92 1.12
C 2.32 -3.88 0.40
C 1.14 -3.58 -0.35
C 0.64 -2.34 -0.29
N 1.24 -1.33 0.45
H 3.92 -0.88 2.27
H 2.81 0.33 1.78
H 3.84 -3.11 1.68
H 2.73 -4.88 0.38
H 0.66 -4.33 -0.96
H -0.25 -2.07 -0.85
*
```

frontier orbital gap (spin up / spin down)	4.93 / 4.92	eV
HOMO (spin up / spin down)	-18.21 / -18.21	eV
E_tot	-1981.34829	Eh
M	478.39	g/mol
LUMO level (spin up / spin down)	-13.29 / -13.29	eV

# 6
Density functional theory data (ωB97M-V/def2-TZVPD) for the molecule C14H16N2O4S.

ORCA input file:
```
! RIJCOSX wB97M-V def2-TZVPD def2/J DEFGRID3
* xyz 0 1
C 5.72 0.40 -1.31
C 4.71 0.94 -0.31
H 5.19 1.55 0.46
H 3.94 1.54 -0.82
O 4.06 -0.10 0.41
C 3.03 -0.70 -0.20
O 2.72 -0.54 -1.35
C 2.42 -1.75 0.72
H 2.68 -1.53 1.75
H 2.78 -2.74 0.44
S 0.61 -1.80 0.52
C 0.32 -0.09 0.53
N 1.38 0.66 0.72
N 1.30 1.98 0.70
C 0.17 2.57 0.45
C -1.04 1.87 0.23
C -2.27 2.48 -0.06
C -3.38 1.70 -0.26
C -3.34 0.30 -0.18
C -2.13 -0.34 0.09
C -0.98 0.45 0.29
O -1.93 -1.67 0.25
C -2.77 -2.62 -0.37
H -3.73 -2.69 0.14
H -2.93 -2.38 -1.42
H -2.23 -3.56 -0.28
O -4.45 -0.48 -0.35
C -5.68 0.12 -0.69
H -6.03 0.80 0.09
H -5.60 0.67 -1.64
H -6.38 -0.70 -0.80
H -4.32 2.19 -0.48
H -2.33 3.55 -0.11
H 0.20 3.65 0.43
H 6.45 -0.22 -0.80
H 5.22 -0.19 -2.06
H 6.24 1.23 -1.79
*
```

frontier orbital gap	8.18	eV
HOMO	-7.93	eV
E_tot	-1351.69172	Eh
M	308.36	g/mol
LUMO level	0.25	eV